Entry 1:
DFT (ωB97M-V/def2-TZVPD) results for a cluster of 5 separate species, C18H26O18S4 in total.

Last column: Löwdin charge in e.
Element x y z (Å)
O (-2.4716, 1.0240, 2.3936)  0.136
C (-1.8134, 0.6025, 1.4849)  -0.454
C (-0.8594, -0.5668, 1.4363)  -0.061
C (0.0538, -0.2355, 0.2345)  -0.083
C (-0.3499, 1.2204, -0.0269)  -0.268
C (-0.0116, 1.8681, -1.3326)  -0.175
C (1.3311, 1.9998, -1.6826)  -0.025
C (1.6955, 2.6097, -2.8772)  -0.063
C (0.7054, 3.0832, -3.7315)  -0.078
C (-0.6327, 2.9595, -3.3876)  -0.069
C (-0.9959, 2.3538, -2.1881)  -0.025
O (-1.7798, 1.2055, 0.2445)  0.011
H (-1.4719, -1.4335, 1.1804)  0.096
H (-0.3593, -0.8068, 2.3723)  0.132
H (-0.2674, -0.8282, -0.6238)  0.131
H (1.1177, -0.3514, 0.4300)  0.121
H (0.1029, 1.8246, 0.7757)  0.164
H (2.0998, 1.6207, -1.0175)  0.117
H (2.7462, 2.6967, -3.1225)  0.081
H (0.9761, 3.5527, -4.6699)  0.098
H (-1.3909, 3.3331, -4.0644)  0.104
H (-2.0362, 2.2569, -1.9044)  0.109
O (-1.8111, -3.6114, 1.5314)  -0.218
S (-2.1734, -4.2351, 2.7529)  0.594
O (-1.2114, -4.4327, 3.7784)  -0.224
O (-2.9020, -5.6108, 2.4160)  -0.184
C (-4.2130, -5.6472, 3.0072)  -0.147
C (-4.6391, -4.1919, 3.0343)  -0.147
O (-3.4315, -3.4941, 3.3839)  -0.182
H (-4.1346, -6.0668, 4.0109)  0.135
H (-4.8564, -6.2695, 2.3926)  0.137
H (-5.3943, -3.9801, 3.7848)  0.138
H (-4.9767, -3.8466, 2.0561)  0.137
O (4.8998, -6.4409, 3.6743)  -0.219
S (3.8290, -7.2828, 4.0696)  0.593
O (3.9739, -8.6932, 4.0746)  -0.219
O (2.5333, -6.8665, 3.2341)  -0.188
C (1.4475, -6.5296, 4.1126)  -0.155
C (2.1366, -5.9829, 5.3459)  -0.156
O (3.2815, -6.8348, 5.5023)  -0.191
H (0.8798, -7.4351, 4.3340)  0.137
H (0.8072, -5.7980, 3.6304)  0.108
H (1.5245, -6.0474, 6.2404)  0.135
H (2.4741, -4.9555, 5.1997)  0.136
O (2.7385, 1.6600, -6.3317)  -0.209
S (3.7020, 2.6819, -6.1431)  0.586
O (4.1390, 3.0502, -4.8449)  -0.224
O (3.2140, 3.9835, -6.9300)  -0.192
C (4.2134, 4.4153, -7.8657)  -0.153
C (4.9151, 3.1315, -8.2647)  -0.155
O (4.9912, 2.3912, -7.0370)  -0.185
H (4.8895, 5.1096, -7.3648)  0.135
H (3.7228, 4.9097, -8.6991)  0.136
H (5.9218, 3.2931, -8.6382)  0.136
H (4.3346, 2.5583, -8.9894)  0.135
O (-4.1976, 7.2955, 2.0174)  -0.224
S (-2.9199, 6.7066, 1.8298)  0.592
O (-1.7624, 7.5142, 1.6895)  -0.222
O (-3.0227, 5.6778, 0.6110)  -0.188
C (-2.6092, 4.3631, 1.0223)  -0.161
C (-2.9631, 4.3122, 2.4917)  -0.158
O (-2.6408, 5.6289, 2.9746)  -0.188
H (-1.5355, 4.2636, 0.8520)  0.134
H (-3.1418, 3.6109, 0.4490)  0.128
H (-2.3915, 3.5714, 3.0404)  0.121
H (-4.0295, 4.1352, 2.6412)  0.137

The multiplicity is 1. Its HOMO-LUMO gap is 0.343 Eh. Its SMILES is O=C1CC[C@@H](c2ccccc2)O1.O=S1(=O)OCCO1.O=S1(=O)OCCO1.O=S1(=O)OCCO1.O=S1(=O)OCCO1. The value obtained for the LUMO energy is 0.005 hartree.

Entry 2:
DFT (ωB97M-V/def2-TZVPD) results for the molecule C18H26O5 at a distorted geometry.

Last column: Löwdin charge in e.
Element x y z (Å)
C (2.6073, 2.4133, 4.9537)  -0.124
C (1.8500, 1.6006, 3.9212)  -0.275
C (0.8045, 2.5673, 3.3011)  -0.165
C (-0.2044, 1.8215, 2.3392)  -0.092
C (0.4649, 1.4937, 1.0455)  -0.084
C (0.7368, 2.4101, 0.0527)  -0.183
C (0.4007, 3.8661, 0.1916)  -0.038
C (-1.0008, 3.8867, -0.3755)  -0.386
C (-1.1681, 3.5125, -1.8785)  0.021
O (-1.9492, 4.1677, 0.3811)  0.046
O (1.4548, 2.0487, -1.0787)  0.121
C (1.7640, 0.7480, -1.3486)  -0.374
O (2.5329, 0.3666, -2.2952)  0.045
C (1.1291, -0.2771, -0.5789)  -0.023
C (0.9973, -1.7275, -1.1328)  -0.098
C (-0.2585, -1.7447, -2.1059)  -0.242
C (-0.3625, -2.9177, -2.9783)  -0.302
C (0.8235, -2.8331, -3.9449)  -0.110
C (0.6091, 0.0888, 0.7374)  -0.134
O (0.0143, -0.8848, 1.4292)  0.067
C (0.7227, -1.3058, 2.5085)  -0.432
C (-0.0860, -1.9508, 3.6501)  0.024
O (1.9310, -1.0063, 2.6489)  0.076
H (3.5521, 1.8041, 5.2696)  0.104
H (2.9452, 3.4016, 4.5707)  0.081
H (1.9599, 2.4548, 5.8319)  0.069
H (2.4811, 1.3681, 3.0127)  0.124
H (1.5498, 0.7117, 4.4059)  0.078
H (0.1768, 2.7868, 4.1162)  0.098
H (1.3470, 3.2933, 2.8267)  0.070
H (-1.0483, 2.5575, 2.0661)  0.135
H (-0.6662, 1.0047, 2.8593)  0.108
H (1.1299, 4.3501, -0.5200)  0.153
H (0.3632, 4.3249, 1.2746)  0.166
H (-0.3058, 3.5284, -2.3869)  0.024
H (-2.0083, 4.0025, -2.3417)  0.083
H (-1.4982, 2.4150, -1.9287)  0.124
H (2.0128, -2.0838, -1.4541)  0.119
H (0.8287, -2.4617, -0.2684)  0.128
H (-1.1702, -1.6796, -1.4529)  0.126
H (-0.3174, -0.8596, -2.7516)  0.112
H (-1.3170, -2.7530, -3.5751)  0.128
H (-0.4014, -3.8531, -2.3919)  0.114
H (0.9040, -3.7205, -4.5852)  0.067
H (1.8079, -2.7234, -3.4485)  0.069
H (0.5766, -1.9001, -4.5291)  0.095
H (-1.0847, -2.1987, 3.3010)  0.074
H (0.4290, -2.8907, 4.0009)  0.103
H (-0.1304, -1.2933, 4.5850)  0.111

The energy relative to the best compared isomer or geometry (same formula, charge and spin) comes out at 93.33 kcal per mole. The multiplicity is 1. Its HOMO-LUMO gap is 0.301 Eh. Its SMILES is CCCCc1c(CC(C)=O)oc(=O)c(CCCC)c1OC(C)=O. The value obtained for the LUMO energy is -0.008 hartree.

Entry 3:
DFT (ωB97M-V/def2-TZVPD) results for the molecule C18H26O5.

Last column: Löwdin charge in e.
Element x y z (Å)
C (-5.1806, -3.4817, -0.0983)  -0.059
C (-5.2687, -2.1108, 0.5559)  -0.201
O (-3.9989, -1.4522, 0.5551)  0.008
C (-3.6597, -0.7900, -0.5434)  -0.464
O (-4.3401, -0.7022, -1.5308)  0.133
C (-2.3091, -0.0969, -0.3887)  -0.114
C (-1.3570, -0.8301, 0.5547)  -0.145
C (0.0302, -0.1954, 0.5322)  -0.154
C (0.9854, -0.9101, 1.4926)  -0.198
O (2.2757, -0.3436, 1.4925)  -0.041
C (3.1292, -0.5988, 0.4573)  -0.256
C (2.8939, -1.4784, -0.5901)  -0.035
C (3.8690, -1.6514, -1.5606)  -0.081
C (5.0607, -0.9615, -1.4997)  -0.064
C (5.3114, -0.0747, -0.4529)  -0.229
C (6.6325, 0.6502, -0.4298)  -0.212
C (6.8063, 1.6652, 0.6919)  -0.116
C (4.3401, 0.0951, 0.5143)  0.038
C (-2.6568, 1.2851, 0.1623)  -0.474
O (-2.9042, 1.5126, 1.3153)  0.141
O (-2.6626, 2.1855, -0.8132)  0.017
C (-3.0691, 3.5163, -0.4774)  -0.205
C (-4.5852, 3.6375, -0.4580)  -0.058
H (-4.9143, -3.3759, -1.1471)  0.076
H (-4.4285, -4.0887, 0.3997)  0.078
H (-6.1427, -3.9805, -0.0287)  0.078
H (-5.5419, -2.1916, 1.6097)  0.126
H (-5.9940, -1.4841, 0.0272)  0.124
H (-1.8851, 0.0324, -1.3873)  0.163
H (-1.2905, -1.8785, 0.2574)  0.131
H (-1.7681, -0.7859, 1.5640)  0.126
H (-0.0364, 0.8528, 0.8294)  0.128
H (0.4409, -0.2283, -0.4796)  0.117
H (0.6303, -0.7902, 2.5201)  0.135
H (1.0286, -1.9836, 1.2679)  0.124
H (1.9741, -2.0361, -0.6669)  0.102
H (3.6843, -2.3372, -2.3748)  0.104
H (5.8085, -1.1060, -2.2659)  0.109
H (7.4282, -0.0982, -0.3605)  0.117
H (6.7579, 1.1564, -1.3919)  0.116
H (6.7563, 1.1814, 1.6643)  0.074
H (6.0377, 2.4327, 0.6405)  0.076
H (7.7772, 2.1483, 0.6028)  0.069
H (4.4803, 0.7644, 1.3466)  0.114
H (-2.6515, 3.7780, 0.5003)  0.123
H (-2.6313, 4.1474, -1.2528)  0.124
H (-4.9980, 3.3033, -1.4067)  0.081
H (-4.9971, 3.0253, 0.3405)  0.076
H (-4.8671, 4.6728, -0.2896)  0.077

The energy relative to the best compared isomer or geometry (same formula, charge and spin) comes out at 10.09 kcal per mole. The multiplicity is 1. Its HOMO-LUMO gap is 0.337 Eh. Its SMILES is CCOC(=O)C(CCCOc1cccc(CC)c1)C(=O)OCC. The value obtained for the LUMO energy is 0.030 hartree.

Entry 4:
DFT (ωB97M-V/def2-TZVPD) results for a structure of composition C18H27As2I2MnN4O2S at a distorted geometry.

Last column: Löwdin spin population.
Element x y z (Å)
Mn (-0.2285, 1.2428, 0.7614)  3.412
N (-0.3421, 3.1348, 1.9464)  0.014
N (-1.7122, 3.4675, 1.8753)  0.001
C (-2.4126, 2.9874, 0.7695)  0.009
O (-3.4459, 3.4182, 0.3974)  -0.003
O (-1.8087, 1.8911, 0.2056)  0.020
H (-0.0918, 3.0616, 2.9253)  0.002
H (0.2270, 3.8722, 1.5447)  0.001
H (-1.9691, 4.4037, 2.1605)  0.000
C (0.0521, -1.3295, -1.9864)  -0.028
As (-0.9816, -0.7538, -0.4800)  -0.168
C (-2.7752, -0.6254, -1.1490)  -0.028
C (-0.9484, -2.1349, 0.8598)  -0.023
C (-0.7218, -3.4613, 0.5229)  -0.010
C (-0.7347, -4.4276, 1.5239)  -0.003
C (-0.9670, -4.0713, 2.8457)  -0.003
C (-1.1939, -2.7420, 3.1875)  -0.007
C (-1.1816, -1.7746, 2.1912)  -0.013
As (-1.5064, 0.0803, 2.5810)  -0.111
C (-0.9842, 0.3866, 4.4095)  -0.025
C (-3.4119, 0.3360, 2.6255)  -0.016
H (1.0793, -1.5463, -1.7117)  0.000
H (0.0266, -0.5416, -2.7324)  0.000
H (-0.4442, -2.2163, -2.3723)  -0.007
H (-3.0869, -1.6446, -1.3574)  -0.007
H (-2.7651, -0.0335, -2.0577)  0.000
H (-3.4391, -0.1627, -0.4312)  0.000
H (-0.5362, -3.7550, -0.5012)  -0.001
H (-0.5543, -5.4644, 1.2670)  0.000
H (-0.9643, -4.8290, 3.6188)  0.000
H (-1.3706, -2.4796, 4.2221)  0.000
H (-1.6386, -0.2278, 5.0215)  -0.006
H (-1.1628, 1.4279, 4.6605)  0.000
H (0.0514, 0.1229, 4.5923)  0.000
H (-3.7979, -0.5032, 3.1946)  -0.005
H (-3.8478, 0.3451, 1.6338)  0.000
H (-3.6312, 1.2692, 3.1323)  0.000
I (1.8750, -0.0243, 1.8952)  -0.033
I (4.3885, 0.7071, 1.3456)  -0.002
N (2.9919, 3.5278, -0.8440)  0.001
C (2.4681, 2.4379, -1.4014)  0.007
S (0.7579, 2.1009, -1.1973)  0.031
N (3.2242, 1.6482, -2.1269)  -0.001
C (2.8033, 0.5477, -2.9795)  0.001
C (3.5257, -0.6330, -2.9159)  0.000
C (3.2007, -1.6746, -3.7764)  0.001
C (2.1738, -1.5200, -4.6959)  0.000
C (1.4735, -0.3234, -4.7631)  0.000
C (1.7851, 0.7213, -3.9024)  0.001
H (2.3836, 4.2049, -0.4210)  0.001
H (3.9117, 3.8579, -1.1043)  0.000
H (4.2147, 1.8602, -2.1596)  0.000
H (4.3437, -0.7373, -2.2073)  0.000
H (3.7674, -2.5975, -3.7408)  0.000
H (1.9407, -2.3219, -5.3844)  0.000
H (0.7134, -0.1801, -5.5224)  0.000
H (1.2776, 1.6757, -3.9947)  0.000

The energy relative to the best compared isomer or geometry (same formula, charge and spin) comes out at 0.00 kcal per mole. The multiplicity is 4. Its HOMO-LUMO gap (alpha / beta) is 0.201 / 0.216 Eh. As for the expectation value of S²: 4.145. The value obtained for the LUMO energy (alpha / beta) is -0.426 / -0.411 hartree. The net charge is +3.

Entry 5:
DFT (ωB97M-V/def2-TZVPD) results for a structure of composition C18H27BI2N2O8S.

Last column: Löwdin charge in e.
Element x y z (Å)
C (1.7519, 3.6781, -0.9413)  -0.184
C (1.8808, 3.6707, 0.5712)  -0.813
I (3.4296, 5.0900, 1.1024)  0.825
C (2.2199, 2.2865, 1.2005)  -0.710
I (0.3872, 1.4451, 1.9874)  0.931
C (2.9285, 1.3251, 0.2704)  -0.244
C (2.2934, 0.5463, -0.6301)  -0.030
C (2.9715, -0.3165, -1.5513)  -0.206
C (2.1521, -1.1097, -2.5370)  -0.015
B (1.1307, -0.2164, -3.3432)  -0.668
O (0.0250, -0.7891, -3.9370)  0.146
O (1.3463, 1.1392, -3.5264)  0.158
C (4.3230, -0.3890, -1.5213)  0.033
C (5.0271, 0.3887, -0.5756)  -0.344
N (6.3524, 0.4059, -0.4074)  -0.235
S (6.6595, 1.4185, 0.7981)  1.009
N (5.1528, 1.8971, 1.1739)  -0.222
C (4.3557, 1.2503, 0.3364)  -0.331
H (2.6301, 3.2882, -1.4458)  0.080
H (1.6198, 4.7088, -1.2696)  0.063
H (0.8484, 3.1441, -1.2433)  0.074
H (0.9536, 4.0137, 1.0141)  0.027
H (2.8575, 2.4418, 2.0628)  0.033
H (1.2133, 0.5898, -0.6634)  0.065
H (1.6014, -1.8807, -1.9894)  0.127
H (2.8138, -1.6334, -3.2284)  0.119
H (-0.1966, -0.3156, -4.7489)  0.119
H (0.5215, 1.6340, -3.4276)  0.106
H (4.8578, -1.0273, -2.2110)  0.126
C (-6.0284, 2.3739, -1.5708)  -0.064
C (-5.0151, 2.7436, -0.5097)  -0.206
O (-4.1538, 1.6383, -0.1872)  0.042
C (-3.1746, 1.4042, -1.0543)  -0.604
O (-2.9312, 2.0400, -2.0494)  0.123
O (-2.4856, 0.3432, -0.6295)  -0.020
C (-1.4383, -0.0547, -1.5164)  -0.051
H (-6.5895, 1.4889, -1.2685)  0.082
H (-6.7267, 3.1961, -1.7253)  0.081
H (-5.5395, 2.1550, -2.5192)  0.075
H (-5.5139, 2.9919, 0.4249)  0.123
H (-4.4137, 3.6012, -0.8093)  0.124
H (-0.8026, 0.7927, -1.7589)  0.073
H (-1.8493, -0.4930, -2.4190)  0.102
H (-0.8549, -0.8061, -0.9879)  0.098
C (-0.7899, -5.4317, 5.0177)  -0.065
C (0.1023, -5.2024, 3.8170)  -0.212
O (-0.6574, -4.8726, 2.6433)  0.036
C (-1.0873, -3.6127, 2.5795)  -0.610
O (-0.8728, -2.7461, 3.3867)  0.119
O (-1.7932, -3.4723, 1.4563)  0.011
C (-2.3577, -2.1695, 1.2791)  -0.038
H (-1.5456, -6.1847, 4.7911)  0.081
H (-0.1974, -5.7732, 5.8664)  0.080
H (-1.3030, -4.5144, 5.3032)  0.075
H (0.6360, -6.1151, 3.5589)  0.122
H (0.8393, -4.4230, 4.0084)  0.123
H (-1.5934, -1.4016, 1.3722)  0.066
H (-3.1461, -1.9936, 2.0091)  0.105
H (-2.7824, -2.1485, 0.2800)  0.090

The multiplicity is 1. Its HOMO-LUMO gap is 0.305 Eh. The value obtained for the LUMO energy is -0.020 hartree.

Entry 6:
DFT (ωB97M-V/def2-TZVPD) results for the molecule C18H27BrN4O3S at a distorted geometry.

Last column: Löwdin charge in e.
Element x y z (Å)
O (-2.6505, -3.1495, 1.6877)  0.076
C (-2.3075, -3.1291, 0.5271)  -0.451
C (-1.1336, -3.9691, 0.0108)  -0.102
N (0.0969, -3.2159, -0.1729)  -0.146
C (0.1523, -2.4021, -1.3743)  -0.181
C (1.5859, -1.8982, -1.5480)  -0.172
N (1.9879, -1.1019, -0.4068)  -0.222
S (1.3126, 0.4353, -0.3838)  0.628
O (-0.0038, 0.4564, 0.1846)  -0.262
O (1.4577, 0.9420, -1.7173)  -0.268
N (2.3490, 1.1341, 0.6917)  -0.244
C (1.7826, 2.1228, 1.5862)  -0.187
C (1.1930, 3.3356, 0.8622)  -0.179
C (2.2356, 4.2784, 0.2681)  -0.202
C (3.1989, 3.5942, -0.7018)  -0.193
C (4.2097, 2.6958, 0.0133)  -0.172
C (3.7105, 1.2632, 0.2178)  -0.202
C (1.8416, -1.8357, 0.8335)  -0.166
C (0.4398, -2.4230, 1.0006)  -0.164
N (-2.8808, -2.3548, -0.4386)  0.139
C (-3.8474, -1.3568, -0.2981)  -0.213
C (-4.1787, -0.6111, -1.4291)  -0.021
C (-5.1278, 0.3884, -1.3594)  -0.128
C (-5.7500, 0.6438, -0.1493)  -0.691
Br (-7.0649, 2.0168, -0.0480)  0.712
C (-5.4326, -0.0841, 0.9838)  -0.117
C (-4.4828, -1.0851, 0.9110)  0.000
H (-1.3897, -4.4555, -0.9338)  0.125
H (-0.9361, -4.7400, 0.7617)  0.130
H (-0.4983, -1.5129, -1.3214)  0.109
H (-0.1269, -3.0185, -2.2334)  0.128
H (2.2752, -2.7430, -1.6298)  0.132
H (1.6669, -1.2628, -2.4296)  0.114
H (2.5556, 2.4205, 2.2978)  0.133
H (0.9800, 1.6159, 2.1277)  0.116
H (0.5720, 3.8906, 1.5689)  0.116
H (0.5454, 2.9564, 0.0694)  0.101
H (1.7094, 5.0765, -0.2601)  0.109
H (2.8090, 4.7425, 1.0760)  0.110
H (2.6347, 3.0020, -1.4239)  0.099
H (3.7417, 4.3684, -1.2487)  0.109
H (4.4691, 3.1390, 0.9774)  0.106
H (5.1289, 2.6320, -0.5722)  0.112
H (4.3729, 0.7433, 0.9223)  0.124
H (3.7341, 0.7248, -0.7309)  0.110
H (2.5849, -2.6384, 0.8261)  0.131
H (2.0599, -1.1428, 1.6458)  0.119
H (-0.2687, -1.5966, 1.1557)  0.112
H (0.4146, -3.0761, 1.8751)  0.134
H (-2.5087, -2.4414, -1.3741)  0.129
H (-3.6858, -0.8109, -2.3701)  0.113
H (-5.3808, 0.9646, -2.2360)  0.101
H (-5.9245, 0.1270, 1.9207)  0.103
H (-4.2282, -1.6551, 1.7883)  0.102

The energy relative to the best compared isomer or geometry (same formula, charge and spin) comes out at 5.43 kcal per mole. The multiplicity is 1. Its HOMO-LUMO gap is 0.333 Eh. Its SMILES is O=C(CN1CCN(S(=O)(=O)N2CCCCCC2)CC1)Nc1ccc(Br)cc1. The value obtained for the LUMO energy is 0.024 hartree.

Summary of electronic energy in eV
-99280.1650 -29322.4533 -29326.0630 -209167.8767 -66180.6242 -112085.0920
(order as listed above)